Here is C25H35BCaF4N6O8S as an isolated structure from the Open Molecules 2025 dataset. Energies are from the ωB97M-V functional and the def2-TZVPD basis.

Results
**HOMO-LUMO gap**: 8.671 eV
**ΔE to the lowest compared entry with this formula, charge and spin**: 10.1 kcal per mole
**LUMO level**: -0.02 eV
**Net charge**: 0

The geometry in XYZ format:
```
81
Properties=species:S:1:pos:R:3:forces:R:3
Ca 1.28365 1.03860 1.02739 -0.23 0.24 0.24
C -0.06004 -2.89718 4.73032 -0.02 0.06 0.01
N 0.02124 -1.48269 4.38733 -0.10 0.03 0.00
C -0.44636 -0.52361 5.38330 -0.03 -0.08 -0.02
C 0.28482 -1.06746 3.14358 0.00 -0.04 -0.11
O 0.22135 0.11574 2.80455 0.06 -0.22 0.19
C 0.66187 -2.16503 2.15389 0.02 0.01 -0.14
O 0.96160 -1.65982 0.85290 0.14 0.12 0.25
C 2.20081 -2.09906 0.32597 -0.07 -0.04 -0.11
C 3.33103 -1.20000 0.83009 -0.14 0.21 0.22
O 3.06159 -0.41840 1.75061 0.11 -0.12 -0.13
N 4.53119 -1.27155 0.25568 0.00 -0.09 -0.01
C 4.78803 -2.12933 -0.89109 0.00 0.04 0.01
C 5.57258 -0.31033 0.61621 -0.05 -0.05 -0.08
H -0.25186 -2.97431 5.79686 0.00 0.00 0.01
H 0.87599 -3.41729 4.52611 0.00 0.01 -0.02
H -0.87679 -3.39322 4.19984 0.01 0.02 0.00
H 0.13862 -0.63324 6.29687 -0.01 -0.01 -0.02
H -1.50138 -0.69701 5.60545 0.02 0.00 -0.02
H -0.32922 0.48024 4.99415 0.02 0.03 -0.03
H -0.19991 -2.83000 2.07109 -0.02 -0.08 0.00
H 1.50913 -2.73086 2.54495 0.02 0.02 0.03
H 2.11975 -2.04910 -0.75909 -0.01 0.04 -0.01
H 2.39938 -3.14133 0.59237 -0.01 -0.04 0.01
H 4.27220 -3.08341 -0.79939 -0.01 0.02 -0.01
H 5.85455 -2.33582 -0.93758 0.02 0.00 0.00
H 4.49089 -1.64186 -1.82446 0.01 0.00 0.00
H 5.18272 0.37895 1.35657 -0.02 0.02 0.03
H 5.86970 0.25109 -0.27111 0.00 0.00 0.00
H 6.44044 -0.83300 1.01906 0.00 -0.01 -0.01
C 1.42385 -0.45420 -3.00355 -0.01 -0.02 -0.08
C 2.35324 0.55816 -2.43521 -0.11 -0.12 0.07
N 2.35942 0.96966 -1.18297 0.32 0.38 0.25
C 3.33626 1.95989 -1.09544 0.04 -0.03 -0.04
C 3.93053 2.09703 -2.32019 0.09 -0.04 -0.10
N 3.29362 1.20532 -3.14341 -0.04 0.00 0.01
C 5.04603 2.87761 -2.93408 0.02 0.12 0.00
O 5.67405 3.73379 -2.17642 -0.04 -0.04 -0.06
O 5.31408 2.66668 -4.09931 -0.01 -0.02 0.03
C 3.63013 2.76084 0.16014 0.12 -0.06 -0.06
O 4.60336 3.53713 0.09653 -0.10 -0.01 0.04
O 2.89332 2.57501 1.16112 0.18 -0.07 -0.31
H 0.80612 -0.86801 -2.21254 -0.06 -0.04 0.04
H 1.95616 -1.27086 -3.49624 0.00 0.03 0.01
H 0.75323 -0.00512 -3.73909 0.03 0.00 0.01
H 3.52600 1.12351 -4.12177 0.01 -0.01 -0.03
H 5.27047 3.72641 -1.23231 0.00 -0.07 0.08
C -6.38689 -0.32701 1.35380 0.00 -0.08 0.01
C -5.79094 1.00787 0.93050 -0.03 0.07 -0.06
C -4.29675 1.11516 1.20141 0.16 -0.07 -0.07
N -3.52486 0.25961 0.29866 0.03 -0.03 0.11
C -2.91137 -0.86259 0.63620 -0.04 0.07 0.08
S -2.93927 -1.54327 2.17262 0.03 -0.10 -0.05
N -2.18607 -1.54806 -0.33855 -0.05 0.14 0.04
C -2.04163 -1.46038 -1.71094 -0.01 0.07 -0.02
O -1.35747 -2.29329 -2.27079 0.10 0.03 0.01
C -2.74552 -0.39033 -2.48955 -0.01 -0.07 0.01
C -3.96905 -0.70046 -3.07547 -0.04 0.05 0.04
C -4.62789 0.25495 -3.83290 0.01 0.01 0.00
C -4.06163 1.51170 -4.01283 -0.03 -0.01 -0.01
C -2.83402 1.81211 -3.44193 0.02 -0.01 0.00
C -2.16676 0.85978 -2.68075 0.04 0.01 -0.03
H -7.46077 -0.35696 1.16226 0.03 0.00 0.00
H -6.22231 -0.51080 2.41716 -0.02 0.02 -0.02
H -5.92606 -1.15642 0.81205 0.00 0.04 0.01
H -6.28934 1.83411 1.44449 0.01 -0.05 0.06
H -5.96346 1.17170 -0.13832 0.00 0.02 0.01
H -4.04811 0.81985 2.21818 -0.06 0.01 0.05
H -3.94038 2.13355 1.04481 -0.01 -0.01 -0.03
H -3.31215 0.66447 -0.59865 0.02 0.03 -0.14
H -1.69810 -2.34307 0.04420 0.03 -0.08 0.02
H -4.40286 -1.68257 -2.93038 0.00 0.02 0.00
H -5.58425 0.01980 -4.28277 0.02 0.00 0.00
H -4.58090 2.25729 -4.60167 0.01 -0.01 0.02
H -2.39343 2.79170 -3.57696 0.00 -0.03 0.02
H -1.21624 1.09706 -2.21720 -0.12 -0.02 -0.07
F -0.46826 2.89532 1.44560 -0.12 -0.15 -0.10
B -0.77230 2.69338 0.09075 -0.08 -0.20 -0.38
F -0.70801 1.20863 -0.08237 -0.07 0.22 0.08
F -2.01954 3.10313 -0.31604 0.16 0.02 0.26
F 0.26919 3.19144 -0.68230 -0.14 -0.04 -0.02
```
Forces are in eV/Å.